Entry from OMol25: a structure of composition C4H11N3O in a non-equilibrium geometry (ωB97M-V/def2-TZVPD).

Output
orbital gap	7.8	eV
HOMO level	-7.12	eV

Geometry as ORCA input:
```
! wB97M-V def2-TZVPD RIJCOSX def2/J DEFGRID3
* xyz 0 1
C -0.05 0.61 -1.24
C -0.05 1.93 -0.51
C 1.73 -1.47 -0.99
N 1.65 -0.25 -0.94
H 0.27 0.72 -2.27
H -1.03 0.12 -1.32
H 2.63 -2.07 -0.87
H 0.56 -2.05 -0.51
H -0.52 2.72 -1.10
H 0.98 2.24 -0.32
H -0.58 1.88 0.44
C -0.60 -0.94 0.95
N 0.36 -0.41 1.77
N -1.88 -0.46 1.08
O -0.42 -2.04 0.32
H -2.57 -0.95 0.54
H 1.30 -0.58 1.47
H 0.22 0.55 2.05
H -2.01 0.46 1.45
*
```

List of natural (NBO) charges in e, atom by atom: C -0.30; C -0.64; C -0.23; N -0.44; H 0.20; H 0.19; H 0.18; H 0.31; H 0.22; H 0.23; H 0.16; C 0.81; N -0.81; N -0.82; O -0.68; H 0.42; H 0.42; H 0.38; H 0.40

Entry from OMol25: a structure of composition C46H64Cl3FN7O17S in a non-equilibrium geometry (ωB97M-V/def2-TZVPD).

Output
orbital gap	6.3	eV
HOMO level	-10.36	eV

Geometry as ORCA input:
```
! wB97M-V def2-TZVPD RIJCOSX def2/J DEFGRID3
* xyz 1 1
C -1.24 2.98 -4.38
C -0.52 2.03 -3.63
N -0.43 1.49 -2.20
C -0.96 0.10 -2.52
O -2.01 0.11 -3.26
N -0.54 -1.24 -2.19
C -1.55 -2.28 -2.42
O -1.17 -3.34 -2.98
F -2.90 -2.27 -2.03
C 1.07 1.60 -1.89
Cl 1.61 3.11 -2.94
C 2.01 0.51 -2.59
C 2.51 -0.75 -1.71
C 2.99 -1.94 -2.67
N 4.25 -1.58 -3.44
C 1.56 2.20 -0.48
C 1.63 1.22 0.76
C 1.74 1.66 2.26
S 0.99 3.18 2.93
C 2.12 4.61 3.06
N 1.99 5.64 4.06
N 2.90 6.66 3.99
C 3.71 6.27 2.85
O 3.24 5.05 2.30
C 2.99 2.98 -0.47
C 4.29 2.40 -1.10
C 4.85 2.76 -2.55
C 6.17 2.23 -3.17
C 7.10 1.27 -2.38
C 6.66 0.93 -0.93
C 5.31 1.47 -0.30
C 5.13 1.04 1.23
O 0.68 3.32 -0.17
C -0.68 3.27 -0.40
Cl -0.98 4.82 -1.47
O -1.40 3.65 0.85
N -1.77 4.96 0.87
O -2.69 5.03 1.64
C -1.38 2.00 -1.15
Cl -2.89 2.91 -1.88
C -2.27 1.03 -0.24
C -1.86 0.24 1.05
O -1.23 1.04 2.13
C -1.20 -1.24 0.97
N -2.20 -2.34 0.82
H -2.15 2.76 -5.06
H -0.98 4.11 -4.26
H 0.05 1.34 -4.39
H 0.21 -1.50 -2.87
H 1.55 0.02 -3.54
H 2.98 0.95 -3.02
H 3.45 -0.39 -1.13
H 1.71 -1.04 -0.95
H 3.18 -2.85 -2.01
H 2.19 -2.20 -3.47
H 4.50 -2.37 -4.06
H 4.00 -0.76 -4.02
H 2.60 0.58 0.59
H 0.80 0.45 0.64
H 2.86 1.68 2.58
H 1.31 0.79 2.90
H 4.56 6.94 2.49
H 2.90 4.10 -0.78
H 3.28 3.12 0.66
H 4.26 3.47 -3.24
H 6.47 2.52 -4.25
H 8.08 0.82 -2.77
H 7.37 0.26 -0.32
H 6.16 0.75 1.69
H 4.44 0.15 1.42
H 4.82 2.00 1.80
H -3.04 0.37 -0.82
H -3.02 1.78 0.26
H -2.87 -0.03 1.57
H -1.57 0.69 2.98
H -0.81 -1.39 2.06
H -0.26 -1.33 0.34
H -2.19 -3.00 1.62
H -3.14 -1.99 0.60
O 7.83 1.70 2.54
C 8.55 0.76 2.79
O 8.38 -0.48 2.27
C 9.33 -1.38 2.86
C 10.44 -0.50 3.37
C 9.70 0.77 3.75
H 8.83 -1.93 3.66
H 9.68 -2.09 2.11
H 11.00 -0.95 4.20
H 11.15 -0.29 2.56
H 9.32 0.73 4.77
H 10.33 1.65 3.61
O -4.98 0.04 -0.28
C -5.92 -0.63 -0.61
O -7.17 -0.14 -0.83
C -8.07 -1.22 -1.10
C -7.20 -2.36 -1.57
C -5.92 -2.13 -0.79
H -8.61 -1.46 -0.18
H -8.79 -0.91 -1.86
H -7.65 -3.34 -1.40
H -7.00 -2.26 -2.64
H -5.95 -2.61 0.19
H -5.05 -2.45 -1.36
O -1.70 -5.12 2.38
C -2.63 -5.80 2.04
O -3.88 -5.32 1.81
C -4.77 -6.41 1.53
C -3.87 -7.54 1.06
C -2.60 -7.29 1.85
H -5.31 -6.67 2.45
H -5.49 -6.11 0.77
H -4.31 -8.52 1.22
H -3.67 -7.43 -0.01
H -2.63 -7.78 2.83
H -1.72 -7.60 1.29
O -9.87 -1.99 -5.86
C -8.68 -2.16 -6.00
O -7.73 -1.37 -5.43
C -6.44 -1.78 -5.89
C -6.62 -3.21 -6.34
C -8.04 -3.22 -6.84
H -6.13 -1.13 -6.71
H -5.71 -1.70 -5.08
H -5.89 -3.53 -7.09
H -6.53 -3.89 -5.48
H -8.11 -2.93 -7.90
H -8.52 -4.19 -6.68
O 1.35 1.91 7.82
C 0.28 2.24 7.38
O -0.75 1.38 7.14
C -1.82 2.08 6.50
C -1.61 3.53 6.86
C -0.10 3.63 6.95
H -1.76 1.91 5.43
H -2.77 1.70 6.87
H -2.05 4.22 6.14
H -2.05 3.74 7.84
H 0.35 3.85 5.98
H 0.21 4.37 7.70
*
```

Mulliken population analysis, charges in e, atoms 1 to 99: C -1.15; C 0.41; N 1.84; C -0.18; O -0.56; N 0.53; C 0.26; O -0.57; F -0.04; C -0.49; Cl -0.17; C -1.39; C 0.86; C -0.63; N -0.58; C 0.79; C 1.74; C -1.07; S 0.00; C 0.22; N -0.14; N -0.51; C -0.03; O -0.06; C -0.30; C 0.77; C -0.46; C -0.64; C -0.60; C -0.38; C 0.51; C 0.36; O -0.31; C 0.66; Cl -0.16; O 0.06; N 0.03; O -0.33; C 0.13; Cl -0.05; C -1.57; C -0.40; O -0.09; C -0.63; N -0.20; H 0.28; H 0.19; H 0.30; H 0.19; H 0.69; H 0.51; H -0.19; H -0.06; H 0.42; H 0.31; H 0.27; H 0.23; H -0.51; H -1.48; H 0.33; H 0.38; H 0.37; H 0.61; H -0.53; H 0.22; H 0.31; H 0.33; H 0.20; H -0.48; H 0.24; H -0.07; H 0.42; H 0.67; H 0.65; H 0.26; H 0.37; H -0.13; H 0.24; H 0.05; O -0.59; C 0.51; O -0.35; C -0.47; C -0.50; C -0.48; H 0.27; H 0.33; H 0.34; H 0.27; H 0.27; H 0.30; O -0.50; C 0.41; O -0.42; C -0.59; C -0.13; C 0.03; H 0.27; H 0.42

Entry from OMol25: the ion C8H19N2 with charge +1 in a non-equilibrium geometry (ωB97M-V/def2-TZVPD).

Output
orbital gap	10.0	eV
HOMO level	-13.58	eV

Geometry as ORCA input:
```
! wB97M-V def2-TZVPD RIJCOSX def2/J DEFGRID3
* xyz 1 1
C -1.87 -2.16 -0.18
C -1.57 -1.10 0.88
C -1.56 0.37 0.44
C -2.81 0.56 -0.37
C -0.29 0.82 -0.19
N 0.13 2.17 0.03
C 1.04 0.20 0.61
N 2.19 0.02 0.02
C 2.35 -0.09 -1.53
C 3.40 0.06 0.81
H -0.79 -2.29 -0.59
H -2.73 -2.01 -0.83
H -2.23 -2.99 0.51
H -2.30 -1.06 1.73
H -0.60 -1.40 1.23
H -1.62 0.87 1.34
H -3.04 1.60 -0.74
H -3.74 0.22 0.07
H -2.63 -0.05 -1.32
H -0.23 0.55 -1.28
H 0.29 2.91 -0.72
H -0.33 2.63 0.78
H 0.89 0.25 1.74
H 1.99 0.84 -1.89
H 3.36 -0.36 -1.71
H 1.64 -0.87 -1.74
H 4.10 0.76 0.36
H 3.12 0.40 1.77
H 3.84 -0.86 0.75
*
```

List of natural (NBO) charges in e, atom by atom: C -0.63; C -0.37; C -0.27; C -0.61; C -0.04; N -0.84; C 0.25; N -0.29; C -0.39; C -0.40; H 0.20; H 0.23; H 0.24; H 0.22; H 0.19; H 0.20; H 0.23; H 0.24; H 0.21; H 0.22; H 0.42; H 0.39; H 0.24; H 0.22; H 0.24; H 0.23; H 0.23; H 0.22; H 0.22

Entry from OMol25: a structure of composition C40H41N11Os in a non-equilibrium geometry (ωB97M-V/def2-TZVPD).

Output
orbital gap	6.2	eV
HOMO level	-13.07	eV

Geometry as ORCA input:
```
! wB97M-V def2-TZVPD RIJCOSX def2/J DEFGRID3
* xyz 2 1
Os 0.32 -0.43 -0.52
C 2.53 1.25 4.49
C 2.75 1.62 3.17
C 1.88 1.21 2.18
C 0.78 0.43 2.51
C 0.54 0.07 3.84
C 1.43 0.48 4.82
N -0.11 -0.03 1.47
N -1.21 -0.43 1.91
C -2.08 -0.96 0.96
C -3.34 -1.35 1.36
C -4.20 -1.87 0.41
C -3.76 -1.98 -0.90
C -2.49 -1.56 -1.22
N -1.66 -1.06 -0.30
H 3.23 1.56 5.26
H 3.60 2.24 2.92
H 2.01 1.52 1.17
H -0.32 -0.54 4.08
H 1.25 0.19 5.85
H -3.61 -1.23 2.40
H -5.20 -2.20 0.69
H -4.40 -2.39 -1.67
H -2.11 -1.63 -2.23
N 4.28 0.85 -1.50
C 4.63 -0.43 -1.12
C 3.49 -1.01 -0.66
N 2.46 -0.09 -0.75
C 2.96 1.01 -1.25
C 2.10 2.14 -1.41
N 0.83 2.02 -1.07
C 0.30 3.29 -1.20
C 1.26 4.15 -1.65
N 2.40 3.40 -1.78
H 4.91 1.53 -1.88
H 5.63 -0.81 -1.21
H 3.34 -2.00 -0.28
H -0.71 3.54 -0.95
H 1.22 5.20 -1.88
H 3.29 3.76 -2.08
C -3.57 2.44 -2.42
C -2.51 1.64 -2.06
N -2.13 1.47 -0.78
C -2.81 2.11 0.16
C -3.88 2.96 -0.10
C -4.28 3.10 -1.43
C -4.64 3.63 0.97
C -4.18 4.22 2.08
C -2.78 4.48 2.48
C -2.49 4.76 3.80
C -1.17 5.05 4.13
N -0.20 5.08 3.21
C -0.59 4.81 1.97
N -1.81 4.50 1.54
H -3.85 2.53 -3.46
H -1.94 1.10 -2.81
H -2.50 1.95 1.19
H -5.12 3.73 -1.68
H -5.71 3.64 0.83
H -4.92 4.61 2.77
H -3.26 4.76 4.56
H -0.88 5.26 5.15
H 0.18 4.84 1.20
C 1.66 -3.12 1.87
C 0.88 -4.18 1.08
C -0.65 -3.98 1.16
C 1.32 -4.30 -0.37
C 1.83 -5.52 -0.76
C 2.19 -5.78 -2.08
C 2.05 -4.79 -3.05
C 1.59 -3.53 -2.74
C 1.54 -2.54 -3.90
C 2.50 -1.35 -3.76
C 0.12 -2.05 -4.23
C 1.21 -3.26 -1.37
N 0.73 -2.04 -1.07
H 1.32 -3.10 2.91
H 1.55 -2.13 1.45
H 2.73 -3.37 1.88
H 1.10 -5.14 1.54
H -0.97 -3.17 0.53
H -0.95 -3.77 2.19
H -1.17 -4.89 0.83
H 1.92 -6.31 -0.02
H 2.57 -6.75 -2.36
H 2.33 -5.01 -4.07
H 1.88 -3.11 -4.76
H 2.15 -0.65 -3.01
H 2.56 -0.82 -4.71
H 3.51 -1.68 -3.49
H -0.19 -1.29 -3.51
H -0.61 -2.87 -4.23
H 0.11 -1.60 -5.23
*
```

List of Mulliken charges in e, atom by atom: Os 0.30; C -0.60; C -1.09; C 0.19; C -0.84; C -0.32; C -0.82; N 1.88; N -0.84; C 0.00; C -0.73; C -0.96; C -0.85; C -0.35; N 1.62; H 0.46; H 0.44; H 0.80; H 0.52; H 0.46; H 0.63; H 0.51; H 0.52; H 0.12; N 0.07; C -1.09; C -0.42; N 0.75; C 0.30; C -0.65; N 0.67; C -0.61; C -0.99; N -0.04; H 0.17; H 0.41; H 0.26; H 0.39; H 0.43; H 0.18; C -1.23; C -0.14; N 0.34; C -0.46; C 0.42; C -0.46; C -1.16; C -0.61; C 0.92; C -0.69; C -0.24; N -0.57; C -0.10; N -0.27; H 0.48; H 0.42; H 0.65; H 0.55; H 0.44; H 0.38; H 0.43; H 0.45; H 0.37; C -1.61; C 0.54; C -1.15; C 0.71; C -1.30; C -1.13; C -1.46; C 1.06; C 0.31; C -1.23; C -0.96; C 0.12; N 0.92; H 0.48; H 0.19; H 0.38; H 0.84; H 0.01; H 0.42; H 0.48; H 0.50; H 0.43; H 0.46; H 0.86; H -0.09; H 0.50; H 0.37; H -0.26; H 0.37; H 0.44

Entry from OMol25: the molecule C3H5N3 (ωB97M-V/def2-TZVPD).

Output
orbital gap	9.2	eV
HOMO level	-8.04	eV

Geometry as ORCA input:
```
! wB97M-V def2-TZVPD RIJCOSX def2/J DEFGRID3
* xyz 0 1
N -2.13 0.15 -0.16
C -0.88 -0.11 0.24
C 1.29 -1.06 0.37
C 2.02 -0.31 -0.36
N 1.31 0.44 0.67
N -0.01 0.88 0.20
H -2.78 -0.62 -0.12
H -2.39 0.93 -0.74
H 0.96 -2.03 0.73
H 2.81 -0.14 -1.07
H -0.19 1.88 0.24
*
```

List of natural (NBO) charges in e, atom by atom: N -0.81; C 0.16; C -0.03; C -0.12; N -0.28; N -0.51; H 0.39; H 0.36; H 0.24; H 0.22; H 0.38

Entry from OMol25: a cluster of 2 separate species, CH3N3S in total in a non-equilibrium geometry (ωB97M-V/def2-TZVPD).

Output
orbital gap	10.5	eV
HOMO level	-10.01	eV

Geometry as ORCA input:
```
! wB97M-V def2-TZVPD RIJCOSX def2/J DEFGRID3
* xyz 0 1
N 1.10 1.01 0.82
N 1.83 0.15 0.82
S 2.76 -1.03 0.83
C -1.09 0.31 -0.69
N -1.10 -0.93 -0.56
H -1.30 1.06 0.08
H -0.86 0.70 -1.67
H -1.34 -1.27 0.38
*
```

List of natural (NBO) charges in e, atom by atom: N 0.00; N -0.15; S 0.16; C -0.04; N -0.61; H 0.15; H 0.16; H 0.33

Number 2 is which compound?
C46H64Cl3FN7O17S